Record 1
{
  "formula": "CHN2O2P",
  "method": "ωB97M-V with the def2-TZVPD basis set",
  "de_lowest_kcal_mol": 2.4,
  "smiles": "N#CP[N+](=O)[O-]",
  "charge": 0,
  "symbols": ["N", "C", "P", "N", "O", "O", "H"],
  "positions_angstrom": [[0.18567, -2.50101, -0.46441], [0.35588, -1.47193, -0.02327], [0.65155, 0.12570, 0.91939], [-0.70713, 0.94351, 0.02774], [-1.81948, 0.47830, 0.25579], [-0.41163, 1.86230, -0.73415], [1.74514, 0.56311, 0.01892]],
  "forces_ev_per_a": [[-0.310, -1.958, -0.945], [0.740, 3.261, 1.974], [0.882, -1.444, -1.363], [-0.610, 0.498, -1.062], [1.162, 0.825, -0.278], [-0.737, -0.848, 0.964], [-1.127, -0.334, 0.710]]
}

Record 2
{
  "formula": "C8H18NO4S",
  "method": "ωB97M-V with the def2-TZVPD basis set",
  "de_lowest_kcal_mol": 79.0,
  "charge": 1,
  "symbols": ["C", "C", "C", "C", "C", "C", "C", "C", "N", "O", "O", "O", "O", "S", "H", "H", "H", "H", "H", "H", "H", "H", "H", "H", "H", "H", "H", "H", "H", "H", "H", "H"],
  "positions_angstrom": [[1.77454, -1.11666, 3.33838], [3.06221, -1.84646, 2.86452], [1.69839, 0.08636, 2.42003], [3.61838, -1.13352, 1.63431], [-4.11481, 1.06039, -3.78964], [2.79217, 0.93268, 0.41796], [-3.85634, -0.09625, -2.69450], [-2.77044, 1.16716, -0.81115], [2.64579, 0.06119, 1.54555], [0.07706, -0.62263, 0.70257], [0.25359, 0.17394, -1.58133], [-2.76124, 0.23332, -1.83357], [-1.58475, 0.99126, -0.09732], [-0.83149, -0.43045, -0.43763], [0.85388, -1.70060, 3.27479], [1.82277, -0.75502, 4.35200], [3.80517, -1.38330, 3.74757], [3.03269, -2.88866, 2.91426], [0.21239, -0.02349, -2.55000], [0.82043, 0.66795, 2.25033], [4.71852, -1.04528, 1.50719], [3.18383, -1.70161, 0.73370], [-3.75266, 2.02504, -3.46658], [-3.44927, 0.72456, -4.54092], [-5.20622, 1.15071, -4.08773], [2.53475, 0.38084, -0.45397], [2.24339, 1.85914, 0.44971], [3.77157, 1.21296, 0.31633], [-3.60457, -1.00545, -3.08611], [-4.72374, -0.25629, -2.08417], [-2.77643, 2.22029, -1.10920], [-3.48955, 1.05787, 0.15462]],
  "forces_ev_per_a": [[-0.219, 0.518, -1.169], [2.699, 4.464, 4.086], [1.060, -2.454, -0.919], [-3.550, -1.606, -2.018], [-0.818, -1.736, 1.505], [-1.420, 0.082, -0.142], [-1.395, 4.336, 0.908], [-2.357, 0.448, 2.420], [1.236, 0.375, 1.527], [-1.029, 0.278, -0.955], [-0.011, -0.165, 0.071], [0.231, 0.091, 0.043], [2.609, -1.331, 0.050], [1.506, 0.411, -0.296], [-0.021, 0.107, -0.302], [0.113, -0.081, 0.509], [-1.372, -2.048, -2.035], [0.109, -1.453, -0.225], [-0.768, -0.161, 1.246], [-0.035, 0.929, 0.336], [-0.990, 0.788, 0.344], [1.213, 0.533, 0.825], [-0.052, 0.201, 0.425], [0.144, 0.161, -1.541], [1.522, -0.344, 0.174], [-0.482, -0.408, -0.795], [-0.677, -0.031, 0.384], [2.687, 0.537, -0.058], [0.768, -2.148, -1.414], [-0.641, 0.018, 0.402], [-0.223, -0.183, -0.435], [0.162, -0.130, -2.951]]
}

Record 3
{
  "formula": "C7H14",
  "method": "ωB97M-V with the def2-TZVPD basis set",
  "de_lowest_kcal_mol": 19.6,
  "smiles": "CC(C)CC1CC1",
  "charge": 0,
  "symbols": ["C", "C", "C", "C", "C", "C", "C", "H", "H", "H", "H", "H", "H", "H", "H", "H", "H", "H", "H", "H", "H"],
  "positions_angstrom": [[-1.28057, 1.17149, -0.71930], [-1.18155, -0.04194, 0.20850], [-2.40470, -0.94006, 0.01847], [0.12770, -0.82132, -0.01537], [1.33141, -0.24251, 0.70175], [2.70413, -0.29400, 0.09219], [2.00662, 1.02610, 0.25797], [-1.26352, 0.84698, -1.76874], [-2.21619, 1.71899, -0.55769], [-0.45500, 1.87184, -0.56855], [-1.18394, 0.31870, 1.24800], [-3.33084, -0.38551, 0.21045], [-2.45302, -1.32141, -1.00984], [-2.37982, -1.80258, 0.69443], [-0.00332, -1.85738, 0.32801], [0.32961, -0.88490, -1.09532], [1.30100, -0.38521, 1.78187], [3.55618, -0.51803, 0.72734], [2.78655, -0.68500, -0.91926], [1.64717, 1.51805, -0.64090], [2.36209, 1.70768, 1.02599]],
  "forces_ev_per_a": [[-0.010, 0.076, -0.027], [-0.008, 0.003, 0.040], [-0.042, -0.051, -0.004], [0.031, -0.015, -0.039], [-0.100, -0.043, 0.089], [0.153, -0.147, -0.033], [-0.024, 0.202, -0.048], [0.000, 0.045, 0.155], [0.116, -0.086, -0.001], [-0.139, -0.097, -0.008], [0.006, -0.059, -0.122], [0.132, -0.089, -0.040], [0.028, 0.049, 0.129], [0.006, 0.124, -0.091], [0.010, 0.148, -0.051], [-0.020, 0.047, 0.132], [0.006, 0.046, -0.163], [-0.155, 0.040, -0.076], [-0.035, 0.043, 0.172], [0.081, -0.116, 0.124], [-0.036, -0.120, -0.137]]
}

Record 4
{
  "formula": "C6H16",
  "method": "ωB97M-V with the def2-TZVPD basis set",
  "de_lowest_kcal_mol": 19.4,
  "smiles": "CCC.CCC",
  "charge": 0,
  "symbols": ["C", "C", "C", "H", "H", "H", "H", "H", "H", "H", "H", "C", "C", "C", "H", "H", "H", "H", "H", "H", "H", "H"],
  "positions_angstrom": [[-0.17533, -1.11714, -1.82492], [-0.50766, -1.93568, -0.54200], [-2.05022, -2.05405, -0.49874], [0.03779, -0.06847, -1.60784], [0.76527, -1.47355, -2.24920], [-0.87838, -1.17687, -2.65263], [-0.18555, -1.38582, 0.33435], [-0.04931, -2.92227, -0.52858], [-2.55509, -1.22973, 0.02932], [-2.33922, -2.99456, -0.03254], [-2.51988, -2.00545, -1.47011], [1.82768, 1.19428, 0.24705], [0.54556, 1.19635, 1.09885], [0.38162, 2.62709, 1.57897], [2.23144, 0.19598, 0.02546], [1.60720, 1.62117, -0.73304], [2.68416, 1.72267, 0.65837], [0.60653, 0.47707, 1.91992], [-0.39277, 0.81788, 0.68257], [-0.32060, 3.16713, 0.93314], [1.24973, 3.27694, 1.66550], [-0.07900, 2.75423, 2.55979]],
  "forces_ev_per_a": [[1.605, -0.272, 0.300], [-1.539, 0.974, -1.301], [-0.153, -0.081, 0.820], [-0.381, 0.021, 0.073], [0.153, -0.039, -0.035], [-0.373, -0.124, 0.318], [0.291, -0.080, 0.141], [0.046, 0.049, -0.178], [0.431, -0.212, 0.200], [-0.253, 0.051, 0.141], [0.178, -0.338, -0.505], [-0.362, -1.380, -1.092], [1.023, 0.090, 0.935], [-1.595, 1.119, 0.618], [-0.367, -0.022, 0.090], [0.114, 0.236, -0.003], [-0.353, 0.304, 0.432], [0.654, 0.300, 0.388], [0.336, 0.418, -0.968], [0.209, -0.017, -0.188], [0.504, -0.506, -0.363], [-0.169, -0.490, 0.177]]
}

Record 5
{
  "formula": "C4H12N2O",
  "method": "ωB97M-V with the def2-TZVPD basis set",
  "de_lowest_kcal_mol": 70.4,
  "smiles": "NCCNCCO",
  "charge": 0,
  "symbols": ["N", "C", "C", "N", "C", "C", "O", "H", "H", "H", "H", "H", "H", "H", "H", "H", "H", "H", "H"],
  "positions_angstrom": [[2.37454, -0.46657, -1.28202], [1.10712, -0.15637, -2.04989], [0.20116, 0.81357, -1.20742], [-0.88281, 0.21790, -0.28390], [-0.81821, 0.69599, 1.07621], [-1.12504, -0.30667, 2.23578], [-2.23082, -1.20061, 2.03201], [2.05463, -0.68031, -0.29409], [2.88864, -1.26204, -1.71840], [1.28951, 0.21948, -3.10549], [0.62770, -1.09653, -2.12362], [-0.30981, 1.34384, -2.02572], [0.90039, 1.53088, -0.61977], [-0.75880, -0.84631, -0.26809], [-1.52918, 1.47263, 1.42076], [0.29205, 0.94202, 1.22465], [-0.19177, -0.86051, 2.34899], [-1.16115, 0.28200, 3.20503], [-2.72816, -0.64237, 1.43499]],
  "forces_ev_per_a": [[-0.626, 0.141, 0.240], [0.896, 0.215, 1.295], [0.197, 0.358, -0.248], [1.170, -2.011, -1.251], [1.106, -0.100, 2.001], [1.779, -0.330, 0.373], [1.005, 1.327, -0.019], [0.879, -0.093, -1.713], [-0.768, 0.749, 0.859], [0.061, -0.164, 1.507], [-1.207, -0.923, -0.583], [-0.101, 0.440, 0.774], [-1.264, -1.071, -0.953], [-0.236, 1.960, -0.060], [0.593, 0.654, -1.486], [-1.657, 0.555, 0.580], [-0.270, -0.821, 0.086], [-0.518, -0.476, -1.066], [-1.042, -0.407, -0.337]]
}

Record 6
{
  "formula": "C2H2FN3S",
  "method": "ωB97M-V with the def2-TZVPD basis set",
  "de_lowest_kcal_mol": 62.6,
  "smiles": "F[C@]1(S)C=NN=N1",
  "charge": 0,
  "symbols": ["F", "C", "S", "C", "N", "N", "N", "H", "H"],
  "positions_angstrom": [[0.63524, 1.76248, 0.23824], [0.02930, 0.57975, 0.19542], [1.65266, -0.79254, -0.05436], [-0.49691, -0.11053, -0.99725], [-1.40912, -0.92162, -0.52461], [-1.60442, -0.56769, 0.78033], [-0.76676, 0.24783, 1.28990], [2.20230, -0.08813, 1.06439], [-0.24229, -0.10956, -1.99206]],
  "forces_ev_per_a": [[-0.398, -0.007, -0.173], [2.875, -0.165, -0.608], [-0.304, 1.817, 2.123], [-1.858, -0.524, 2.786], [0.437, 1.110, -1.082], [-0.715, -0.844, 2.321], [-0.399, -0.601, -1.939], [-0.575, -0.995, -1.456], [0.938, 0.210, -1.971]]
}

Going through the records in order, we get HOMO values of -11.33 -12.71 -10.08 -11.13 -9.10 -10.43 eV.